No. 1
C44H124BeNO19 | the ωB97M-V functional and the def2-TZVPD basis

XYZ file:
```
189
Properties=species:S:1:pos:R:3:lowdin_charge:R:1
H 9.963 -12.359 3.042 0.07
H 15.383 -13.146 13.462 0.09
H 16.060 -11.610 14.144 0.08
H 13.178 -2.569 1.147 0.08
H 13.322 -0.409 8.688 0.09
C 12.920 -1.329 9.112 -0.03
H 15.607 -9.811 6.658 0.07
H 14.746 -5.956 13.647 0.09
C 19.188 -3.944 2.092 -0.07
H 14.315 -9.489 4.971 0.11
H 13.351 -3.834 -0.041 0.08
O 20.416 -7.941 6.056 -0.12
O 14.757 -3.057 12.120 -0.03
C 18.564 -14.091 7.155 -0.02
H 15.228 -3.254 7.895 0.02
H 14.700 -9.414 8.055 0.08
H 12.034 -7.217 2.494 0.11
H 10.811 -7.326 -0.341 0.10
H 15.895 -4.713 10.287 0.06
O 13.612 -3.824 3.321 -0.10
H 13.156 -3.518 8.849 0.14
O 20.180 -9.156 -1.103 -0.07
H 15.501 -10.135 11.339 0.08
O 19.198 -8.180 8.683 -0.02
C 9.390 -11.481 3.339 -0.08
H 18.300 -8.466 8.512 0.03
C 19.065 -7.848 0.467 -0.07
H 22.181 -8.200 5.331 0.15
H 18.158 -12.009 7.219 0.11
H 10.874 -5.977 0.868 0.08
C 20.683 -8.109 3.670 -0.01
H 11.887 -6.435 4.646 0.01
C 14.021 -4.276 2.018 -0.33
C 16.504 -10.548 11.451 -0.06
C 15.590 -12.091 13.285 -0.03
H 13.265 -1.257 10.144 0.07
H 16.116 -12.988 6.014 0.08
H 17.118 -9.891 12.067 0.08
H 12.258 -9.419 0.354 0.10
C 16.395 -11.977 11.979 -0.50
H 13.368 -3.656 6.599 0.06
H 19.537 -12.863 1.032 0.08
O 17.662 -12.853 9.039 -0.06
H 9.808 -5.097 7.422 0.11
H 19.828 -8.585 3.190 0.06
H 20.993 -9.393 -1.556 0.10
H 15.125 -7.995 3.040 0.11
H 14.431 -5.541 10.849 0.08
H 13.418 -5.117 12.861 0.09
H 22.051 -5.374 1.860 0.10
H 18.552 -4.757 1.741 0.06
H 10.243 -11.242 5.260 0.11
H 15.242 -2.515 11.494 0.09
H 15.238 -9.584 0.084 0.07
H 13.528 -8.545 1.128 0.06
H 16.910 -10.517 10.441 0.04
C 13.047 -11.701 9.136 -0.33
C 17.713 -12.918 7.625 -0.48
H 21.488 -8.163 2.937 0.09
H 12.331 -6.573 0.098 0.08
C 10.185 -10.653 4.345 -0.31
H 17.842 -9.809 -1.474 0.04
H 15.967 -6.554 8.772 0.07
H 19.519 -8.270 5.962 0.04
C 13.137 -3.650 1.012 -0.10
H 8.994 -11.048 2.420 0.07
O 17.630 -6.715 6.609 -0.15
H 10.311 -8.346 8.552 0.07
H 20.794 -5.085 4.584 0.02
O 14.925 -2.581 8.509 -0.01
H 21.549 -10.384 6.312 0.08
O 10.308 -8.281 2.005 -0.05
O 11.755 -5.494 4.526 -0.03
Be 20.114 -6.081 7.766 1.27
H 20.440 -7.046 3.687 0.04
H 18.268 -7.715 -0.265 0.08
H 21.227 -8.210 0.313 0.10
H 11.222 -10.481 4.056 0.08
H 14.614 -6.556 3.893 0.11
H 18.222 -6.320 3.912 0.06
H 8.502 -11.874 3.835 0.08
H 14.039 -11.339 8.868 0.07
C 18.976 -13.675 1.495 -0.04
H 15.753 -13.796 7.533 0.10
H 18.369 -14.099 6.083 0.07
H 17.251 -11.781 2.665 0.07
C 13.125 -2.672 6.999 -0.05
H 19.646 -14.531 1.570 0.09
H 18.107 -8.906 5.108 0.06
C 17.278 -8.825 4.406 0.01
H 11.177 -5.240 5.245 0.02
H 12.043 -2.558 6.925 0.09
H 13.475 -6.783 6.103 0.11
O 20.943 -4.888 5.508 -0.03
H 21.500 -10.717 4.622 0.10
H 10.732 -7.419 6.206 0.09
C 17.147 -6.391 3.747 -0.02
H 20.073 -10.437 5.554 0.07
C 10.597 -7.310 8.372 -0.06
H 18.114 -13.989 0.905 0.09
C 15.319 -7.667 6.938 -0.42
O 16.328 -4.066 6.710 -0.03
N 16.350 -7.109 5.996 0.03
O 9.495 -9.423 4.559 -0.09
H 17.621 -8.929 3.376 0.08
H 19.643 -8.966 9.001 0.08
H 14.683 -5.808 7.843 0.08
H 10.133 -6.671 9.124 0.09
C 14.383 -4.972 13.347 -0.07
H 16.421 -11.852 -0.448 0.11
H 13.015 -8.495 4.421 0.10
H 20.578 -7.168 -1.015 0.12
H 14.001 -5.359 1.890 0.09
H 9.070 -7.166 6.753 0.13
C 21.184 -8.567 5.088 -0.42
H 13.643 -1.976 6.340 0.10
H 15.988 -6.074 11.362 0.07
H 11.686 -7.256 8.393 0.05
O 17.014 -10.287 -1.563 -0.07
C 15.568 -9.095 7.479 0.00
O 17.598 -14.265 3.270 -0.03
H 19.487 -13.604 3.561 0.14
H 17.944 -11.104 0.120 0.09
H 17.969 -11.787 4.266 0.06
H 16.228 -3.569 5.898 0.07
H 18.840 -8.728 1.069 0.05
H 15.683 -10.502 1.502 0.06
H 13.003 -4.440 3.736 0.01
H 9.735 -8.870 3.812 0.03
C 16.490 -7.523 4.598 -0.43
H 16.912 -14.099 2.620 0.09
O 21.101 -5.317 1.982 -0.10
H 19.608 -13.859 7.365 0.08
C 14.018 -8.448 4.846 -0.13
H 13.809 -12.412 10.707 0.04
C 15.327 -4.307 12.441 -0.48
C 10.114 -6.936 6.963 -0.31
H 12.039 -9.760 9.286 0.06
H 10.929 -11.141 8.771 0.09
H 13.293 -8.358 6.912 0.10
H 12.119 -10.350 7.735 0.05
C 11.359 -6.876 0.487 -0.05
H 21.292 -3.255 2.183 0.11
H 18.999 -7.044 1.200 0.04
H 9.921 -8.757 1.267 0.10
H 17.367 -12.443 12.140 0.14
C 11.927 -10.702 8.749 -0.07
C 20.664 -3.994 1.687 -0.28
C 16.089 -9.996 0.626 -0.09
C 21.081 -10.059 5.383 -0.03
O 12.995 -11.941 10.513 -0.06
C 13.910 -7.774 6.229 -0.12
H 18.516 -12.619 9.410 0.11
H 18.965 -11.323 2.904 0.08
H 11.831 -1.354 9.111 0.09
H 21.240 -3.978 5.516 0.07
C 12.513 -8.912 1.285 -0.06
C 18.167 -11.997 3.215 -0.06
H 13.022 -12.622 8.554 0.11
H 15.748 -12.007 7.292 0.04
H 16.313 -4.093 12.854 0.14
H 19.191 -3.962 3.182 0.05
H 16.382 -12.646 10.263 0.04
H 16.661 -5.425 3.877 0.09
O 10.408 -5.599 6.865 -0.10
C 15.010 -7.562 4.033 -0.08
H 12.106 -3.969 1.161 0.07
C 18.621 -13.388 2.935 -0.54
C 16.946 -10.912 -0.274 -0.28
H 14.665 -11.535 13.132 0.08
H 15.035 -3.907 1.865 0.10
H 17.101 -6.526 2.666 0.08
H 14.149 -4.351 14.212 0.09
H 12.540 -9.668 2.069 0.07
O 15.720 -12.623 10.958 -0.07
C 20.380 -8.001 -0.340 -0.29
H 16.510 -4.961 6.422 -0.01
H 18.690 -2.975 2.041 0.09
H 16.654 -9.711 4.522 0.08
H 14.290 -7.171 8.793 0.10
C 13.523 -2.564 8.468 -0.48
C 15.086 -6.767 8.168 -0.03
H 16.488 -9.111 8.063 0.07
H 18.203 -14.982 7.669 0.10
C 11.604 -7.790 1.672 -0.48
C 16.270 -12.943 7.092 -0.03
C 15.412 -5.173 11.149 -0.06
H 20.805 -3.757 0.632 0.11
H 16.590 -9.114 1.026 0.04
```

E_HOMO (spin up / spin down) = -12.895 / -12.893 eV
2S+1 = 2
ΔE to the lowest compared entry with this formula, charge and spin = 0.00 kJ/mol
net charge = +2
gap between HOMO and LUMO (spin up / spin down) = 1.644 / 1.653 eV
LUMO (spin up / spin down) = -11.250 / -11.239 eV

***

No. 2
C4H9N2OS | the ωB97M-V functional and the def2-TZVPD basis

XYZ file:
```
17
Properties=species:S:1:pos:R:3:lowdin_charge:R:1
S 1.884 -0.220 1.103 0.86
H -0.274 1.997 1.272 0.12
C -0.960 -1.838 0.371 -0.05
H -0.397 -2.197 1.227 0.08
C 0.862 0.065 -0.327 -0.49
H -1.178 2.576 -0.246 0.16
H -2.008 -1.781 0.476 0.09
O -2.537 0.482 1.035 0.13
N -0.773 -0.482 -0.030 -0.05
H 2.992 -0.554 0.312 -0.05
C -1.440 0.581 0.521 -0.46
H 0.464 1.878 -1.485 0.23
H 1.444 1.950 -0.182 0.15
C -0.626 1.842 0.317 -0.01
H 1.112 -0.499 -1.239 0.13
N 0.560 1.531 -0.473 0.02
H -0.466 -2.512 -0.383 0.12
```

E_HOMO = -13.942 eV
SMILES = CN1C(=O)C[NH2+][C@H]1S
ΔE to the lowest compared entry with this formula, charge and spin = 289.26 kJ/mol
net charge = +1
gap between HOMO and LUMO = 9.985 eV
LUMO = -3.957 eV

***

No. 3
C6H15BeBr2CaCl4INO3Si2 | the ωB97M-V functional and the def2-TZVPD basis

XYZ file:
```
36
Properties=species:S:1:pos:R:3:lowdin_charge:R:1
H -1.350 1.410 0.875 0.07
H 1.895 -6.870 -3.816 -0.17
Cl 3.419 2.053 5.105 0.36
C -3.343 1.900 -0.193 -0.19
Si 0.173 -1.760 -2.493 0.07
H -4.019 1.708 -2.312 0.05
C -3.876 2.444 -1.447 -0.06
H -1.462 -6.552 -0.785 0.10
C -1.168 -4.687 -1.759 -0.12
Br 5.374 1.075 6.449 -0.10
C 3.516 3.730 4.515 -1.96
I 0.843 -1.052 -4.807 0.48
Be 4.530 7.260 7.056 0.44
H -1.166 2.624 -0.497 0.09
Cl 3.814 3.728 2.765 0.55
Cl 1.985 4.564 4.856 0.52
Si -1.391 0.278 -1.452 0.50
H -1.258 -2.132 -2.576 -0.03
H -4.099 3.545 -1.627 0.07
Cl 4.846 4.568 5.337 0.28
O 2.359 -6.184 -4.292 -0.49
C -1.946 -5.904 -1.520 -0.02
H -1.708 0.677 -2.827 -0.03
H -2.333 -0.821 -1.124 -0.02
H 0.914 -2.909 -1.997 0.00
O 0.207 -0.416 -1.358 -0.47
H -2.070 -6.487 -2.436 0.09
C -1.734 1.667 -0.181 -0.30
H 1.068 2.504 1.331 0.03
O 0.740 2.613 2.233 -0.09
N -0.551 -3.726 -1.949 -0.03
Br 4.510 7.056 4.650 -0.06
H -4.012 1.615 0.700 0.11
H 0.292 1.779 2.420 0.03
Ca -0.052 -3.625 -5.699 1.18
H -2.946 -5.673 -1.143 0.10
```

E_HOMO = -8.047 eV
net charge = +1
gap between HOMO and LUMO = 2.357 eV
LUMO = -5.690 eV